Here is a cluster of 2 separate species, C18H17NO2 in total in a non-equilibrium geometry from the OMol25 dataset. Energies are from ωB97M-V with the def2-TZVPD basis set.

XYZ file:
```
38
C18H17NO2 ωB97M-V with the def2-TZVPD basis set
C 0.694 -1.763 2.277
C -0.831 -1.745 2.285
C -1.166 -0.278 2.342
O -2.304 0.134 2.377
N -0.041 0.483 2.351
C 1.065 -0.304 2.309
O 2.213 0.080 2.300
H 1.121 -2.272 3.150
H 1.114 -2.231 1.379
H -1.269 -2.187 1.382
H -1.263 -2.259 3.152
C 4.794 4.484 5.557
C 3.623 4.366 4.643
C 2.370 4.011 5.132
C 1.297 3.861 4.287
C 1.415 4.060 2.893
C 0.251 3.869 2.096
C -0.025 4.051 0.712
C -1.350 3.811 0.281
C -1.717 3.963 -1.033
C -0.783 4.356 -1.974
C 0.521 4.604 -1.592
C 0.896 4.462 -0.278
C 2.693 4.434 2.425
C 3.759 4.580 3.277
H 5.695 4.765 5.011
H 4.627 5.239 6.325
H 5.000 3.538 6.059
H 2.246 3.854 6.190
H 0.332 3.598 4.686
H -0.605 3.525 2.656
H -2.087 3.518 1.010
H -2.737 3.782 -1.331
H -1.072 4.464 -3.005
H 1.247 4.908 -2.327
H 1.909 4.683 -0.025
H 2.860 4.601 1.384
H 4.723 4.854 2.884
```

Values from the calculation:
HOMO level: -7.3 eV
total charge: 0
energy relative to the best compared isomer or geometry (same formula, charge and spin): 69.3 kcal per mole
HOMO-LUMO gap: 4.47 eV
total energy: -24524.98980 eV

Mulliken population analysis, charges in e, atoms 1 to 6:
1. C -0.249
2. C -0.315
3. C 0.218
4. O -0.705
5. N -0.168
6. C 0.163

=====

Here is a structure of composition C2H4ClOP in a non-equilibrium geometry from the OMol25 dataset. Energies are from ωB97M-V with the def2-TZVPD basis set.

XYZ file:
```
9
C2H4ClOP ωB97M-V with the def2-TZVPD basis set
C -0.342 0.405 -0.665
C 0.777 -0.582 -0.282
O -1.413 0.088 0.218
P -0.697 -0.763 1.428
Cl -0.335 0.916 2.594
H 0.011 1.343 -0.572
H -0.481 0.274 -1.745
H 0.687 -1.535 -0.753
H 1.792 -0.146 -0.223
```

Values from the calculation:
HOMO level: -9.0 eV
total charge: 0
energy relative to the best compared isomer or geometry (same formula, charge and spin): 31.0 kcal per mole
HOMO-LUMO gap: 9.06 eV
total energy: -25996.58004 eV

Mulliken population analysis, charges in e, atoms 1 to 6:
1. C -0.211
2. C -0.774
3. O -0.291
4. P 0.317
5. Cl -0.232
6. H 0.308

=====

Here is a structure of composition Br2ClPS in a non-equilibrium geometry from the OMol25 dataset. Energies are from ωB97M-V with the def2-TZVPD basis set.

XYZ file:
```
5
Br2ClPS ωB97M-V with the def2-TZVPD basis set
P 0.875 1.048 -0.009
S -1.502 0.049 -1.008
Cl 1.465 -0.415 1.338
Br 1.561 0.215 -1.973
Br -3.557 -0.895 -0.433
```

Values from the calculation:
HOMO level (spin up / spin down): -9.2 / -9.1 eV
total charge: 0
energy relative to the best compared isomer or geometry (same formula, charge and spin): 29.4 kcal per mole
HOMO-LUMO gap (spin up / spin down): 6.62 / 6.50 eV
total energy: -172730.84678 eV

How is the electron density shared among the atoms? According to Mulliken, the charges in e are:
1. P 0.337
2. S -0.040
3. Cl -0.113
4. Br -0.036
5. Br -0.148

=====

Here is a cluster of 2 separate species, C4H10OS2 in total in a non-equilibrium geometry from the OMol25 dataset. Energies are from ωB97M-V with the def2-TZVPD basis set.

XYZ file:
```
17
C4H10OS2 ωB97M-V with the def2-TZVPD basis set
C 0.417 0.103 1.096
C -0.368 0.124 -0.216
C -1.277 -1.051 -0.613
C 0.410 0.593 -1.429
H 3.081 -0.566 1.262
H 0.792 0.978 1.533
H -0.511 -0.099 1.658
H -1.130 0.966 0.275
H -2.255 -0.542 -1.309
H -0.856 -2.032 -1.034
H -1.890 -0.310 1.616
H 1.154 -0.080 -1.606
H -0.118 0.525 -2.343
H 1.575 1.969 0.418
O -1.907 -1.523 0.591
S 1.699 -1.324 1.097
S 1.184 2.270 -0.998
```

Values from the calculation:
HOMO level: -9.3 eV
total charge: 0
energy relative to the best compared isomer or geometry (same formula, charge and spin): 168.0 kcal per mole
HOMO-LUMO gap: 8.35 eV
total energy: -28021.30622 eV

Mulliken population analysis, charges in e, atoms 1 to 6:
1. C -0.506
2. C -0.253
3. C -0.297
4. C -0.933
5. H 0.157
6. H 0.717

=====

Here is a structure of composition C17H24NOPReSSe3Te in a non-equilibrium geometry from the OMol25 dataset. Energies are from ωB97M-V with the def2-TZVPD basis set.

XYZ file:
```
50
C17H24NOPReSSe3Te ωB97M-V with the def2-TZVPD basis set
Re 0.122 0.253 0.932
Se 0.250 2.602 1.557
Se -1.588 3.125 2.879
Te -1.674 1.120 4.418
Se -1.376 -0.735 2.747
O 0.321 -1.732 -0.028
N 1.282 -1.931 -0.890
C 1.545 -3.195 -1.274
C 2.555 -3.483 -2.155
C 3.336 -2.442 -2.661
C 3.038 -1.154 -2.290
C 1.995 -0.888 -1.399
S 1.622 0.719 -0.935
H 0.918 -3.949 -0.822
H 2.733 -4.506 -2.437
H 4.164 -2.646 -3.322
H 3.602 -0.309 -2.653
C 2.744 -1.303 4.348
C 1.996 -0.151 3.667
C 2.717 1.165 3.939
C 1.853 -0.425 2.175
H 2.807 -1.123 5.418
H 3.756 -1.383 3.957
H 2.238 -2.253 4.188
H 1.006 -0.116 4.144
H 3.764 1.073 3.653
H 2.650 1.413 4.994
H 2.281 1.983 3.368
H 1.799 -1.515 2.037
H 2.752 -0.054 1.661
C -3.478 1.180 0.410
P -2.005 0.476 -0.424
C -2.610 -1.223 -0.709
C -2.184 1.286 -2.046
C -2.361 2.668 -2.098
C -2.663 3.282 -3.300
C -2.776 2.531 -4.459
C -2.539 1.168 -4.420
C -2.237 0.547 -3.222
H -3.325 2.231 0.654
H -3.682 0.635 1.335
H -4.330 1.082 -0.266
H -3.604 -1.203 -1.155
H -2.647 -1.711 0.268
H -1.922 -1.784 -1.340
H -2.278 3.263 -1.197
H -2.833 4.349 -3.329
H -3.054 3.006 -5.388
H -2.613 0.579 -5.322
H -2.065 -0.520 -3.208
```

Values from the calculation:
HOMO level (spin up / spin down): -7.0 / -7.1 eV
spin multiplicity: 2
total charge: 0
energy relative to the best compared isomer or geometry (same formula, charge and spin): 18.5 kcal per mole
HOMO-LUMO gap (spin up / spin down): 5.30 / 6.18 eV
total energy: -247142.87279 eV

Mulliken population analysis, charges in e, atoms 1 to 6:
1. Re 0.437
2. Se -0.023
3. Se -0.261
4. Te -0.038
5. Se -0.372
6. O -0.656

=====

Here is the ion C5H10N3 with charge +1 in a non-equilibrium geometry from the OMol25 dataset. Energies are from ωB97M-V with the def2-TZVPD basis set.

XYZ file:
```
18
C5H10N3 ωB97M-V with the def2-TZVPD basis set
C -1.199 -0.492 0.295
C 0.903 -1.754 0.707
C 2.393 0.508 -0.146
C -2.116 0.478 -0.166
C 1.401 -0.478 0.146
N 0.159 -0.631 0.375
N -3.445 0.238 -0.198
N 1.797 1.591 -0.962
H -1.715 -1.417 0.701
H 0.913 -2.722 0.172
H 0.952 -1.934 1.715
H 3.098 0.927 0.607
H 3.166 -0.062 -0.679
H -1.827 1.493 -0.465
H -3.677 -0.726 -0.015
H -4.224 0.836 -0.482
H 0.911 1.787 -0.692
H 2.510 2.360 -0.913
```

Values from the calculation:
HOMO level: -12.4 eV
structure (SMILES): N/C=C/[N+]1=C(CN)C1
total charge: +1
energy relative to the best compared isomer or geometry (same formula, charge and spin): 111.5 kcal per mole
HOMO-LUMO gap: 7.96 eV
total energy: -9806.91378 eV

Mulliken population analysis, charges in e, atoms 1 to 6:
1. C -0.106
2. C -0.687
3. C -0.443
4. C -0.030
5. C 0.485
6. N 0.063

=====

What did the sixth record say?
Here is the ion C5H10N3 with charge +1 in a non-equilibrium geometry from the OMol25 dataset. Energies are from ωB97M-V with the def2-TZVPD basis set.

XYZ file:
```
18
C5H10N3 ωB97M-V with the def2-TZVPD basis set
C -1.199 -0.492 0.295
C 0.903 -1.754 0.707
C 2.393 0.508 -0.146
C -2.116 0.478 -0.166
C 1.401 -0.478 0.146
N 0.159 -0.631 0.375
N -3.445 0.238 -0.198
N 1.797 1.591 -0.962
H -1.715 -1.417 0.701
H 0.913 -2.722 0.172
H 0.952 -1.934 1.715
H 3.098 0.927 0.607
H 3.166 -0.062 -0.679
H -1.827 1.493 -0.465
H -3.677 -0.726 -0.015
H -4.224 0.836 -0.482
H 0.911 1.787 -0.692
H 2.510 2.360 -0.913
```

Values from the calculation:
HOMO level: -12.4 eV
structure (SMILES): N/C=C/[N+]1=C(CN)C1
total charge: +1
energy relative to the best compared isomer or geometry (same formula, charge and spin): 111.5 kcal per mole
HOMO-LUMO gap: 7.96 eV
total energy: -9806.91378 eV

Mulliken population analysis, charges in e, atoms 1 to 6:
1. C -0.106
2. C -0.687
3. C -0.443
4. C -0.030
5. C 0.485
6. N 0.063

=====

Question: Look up the total energy of the sixth one.
Answer: -9806.91378 eV

=====

Question: Which formula does entry 4 have?
Answer: C4H10OS2

=====

Question: What is the formula in the first record?
Answer: C18H17NO2